DFT (wB97M-V/def2-TZVPD) results for a 8-piece molecular cluster, C36H94N6O14 overall at a distorted geometry.

Properties
SMILES: COCCNCCOC.COCCNCCOC.COCCNCCOC.COCCNCCOC.COCCNCCOC.COCCNCCOC.O.O
Relative energy (zero: lowest compared OMol25 entry of this formula, charge and spin) in kcal/mol: 9.0
Max |F| in hartree/bohr: 0.04135
DFT total energy in a.u.: -2809.59007
Spin multiplicity: 1
HOMO energy in eV: -8.6
Kohn-Sham gap in eV: 8.9

Last columns: bonded neighbours and bond lengths (Å).
Geometry (Å):
1 O 0.261 -0.548 -7.157  H2 0.963, H3 0.963
2 H 0.959 -0.761 -6.530  O1 0.963
3 H 0.165 -1.338 -7.698  O1 0.963
4 O -1.787 1.550 -6.753  H5 0.970, H6 0.966
5 H -2.684 1.285 -7.009  O4 0.970
6 H -1.308 0.716 -6.667  O4 0.966
7 C 8.547 3.593 3.100  O8 1.416, H16 1.096, H17 1.085, H18 1.097
8 O 8.678 2.305 3.674  C7 1.416, C9 1.390
9 C 9.974 1.806 3.641  O8 1.390, C10 1.518, H19 1.100, H20 1.106
10 C 10.053 0.300 3.817  C9 1.518, N11 1.447, H21 1.102, H22 1.093
11 N 9.562 -0.470 2.695  C10 1.447, C12 1.460, H23 1.008
12 C 8.110 -0.429 2.549  N11 1.460, C13 1.497, H24 1.093, H25 1.102
13 C 7.529 -1.508 1.687  C12 1.497, O14 1.395, H26 1.106, H27 1.105
14 O 6.175 -1.290 1.433  C13 1.395, C15 1.387
15 C 5.487 -2.339 0.841  O14 1.387, H28 1.090, H29 1.102, H30 1.097
16 H 9.410 4.211 3.372  C7 1.096
17 H 7.627 4.077 3.411  C7 1.085
18 H 8.569 3.466 2.011  C7 1.097
19 H 10.707 2.283 4.309  C9 1.100
20 H 10.448 1.991 2.658  C9 1.106
21 H 9.559 0.002 4.756  C10 1.102
22 H 11.116 0.060 3.894  C10 1.093
23 H 9.932 -1.402 2.591  N11 1.008
24 H 7.892 0.565 2.151  C12 1.093
25 H 7.603 -0.435 3.527  C12 1.102
26 H 7.747 -2.491 2.144  C13 1.106
27 H 8.045 -1.614 0.716  C13 1.105
28 H 4.432 -2.114 0.683  C15 1.090
29 H 5.464 -3.219 1.505  C15 1.102
30 H 5.893 -2.699 -0.113  C15 1.097
31 C 0.336 0.960 -3.425  O32 1.400, H40 1.099, H41 1.094, H42 1.095
32 O -0.593 0.335 -2.585  C31 1.400, C33 1.425
33 C -1.498 1.240 -1.958  O32 1.425, C34 1.509, H43 1.107, H44 1.093
34 C -2.409 0.512 -1.000  C33 1.509, N35 1.454, H45 1.102, H46 1.096
35 N -1.796 0.310 0.303  C34 1.454, C36 1.449, H47 1.012
36 C -0.680 -0.613 0.301  N35 1.449, C37 1.516, H48 1.089, H49 1.105
37 C -0.268 -0.906 1.730  C36 1.516, O38 1.414, H50 1.098, H51 1.100
38 O 0.921 -1.670 1.700  C37 1.414, C39 1.424
39 C 1.501 -1.813 2.993  O38 1.424, H52 1.088, H53 1.100, H54 1.091
40 H 1.219 1.370 -2.914  C31 1.099
41 H -0.156 1.714 -4.047  C31 1.094
42 H 0.796 0.187 -4.049  C31 1.095
43 H -2.079 1.596 -2.829  C33 1.107
44 H -1.028 2.152 -1.581  C33 1.093
45 H -2.798 -0.414 -1.452  C34 1.102
46 H -3.342 1.069 -0.854  C34 1.096
47 H -2.511 0.033 0.963  N35 1.012
48 H 0.171 -0.292 -0.298  C36 1.089
49 H -0.919 -1.573 -0.192  C36 1.105
50 H -1.023 -1.463 2.300  C37 1.098
51 H -0.043 0.061 2.204  C37 1.100
52 H 2.496 -2.240 2.883  C39 1.088
53 H 0.952 -2.628 3.487  C39 1.100
54 H 1.415 -0.835 3.467  C39 1.091
55 C -7.136 -0.638 -0.827  O56 1.410, H64 1.099, H65 1.096, H66 1.089
56 O -6.753 -1.965 -0.545  C55 1.410, C57 1.422
57 C -6.146 -2.626 -1.648  O56 1.422, C58 1.521, H67 1.101, H68 1.102
58 C -5.924 -4.072 -1.229  C57 1.521, N59 1.445, H69 1.091, H70 1.097
59 N -5.564 -4.913 -2.347  C58 1.445, C60 1.463, H71 1.010
60 C -4.199 -4.714 -2.835  N59 1.463, C61 1.523, H72 1.089, H73 1.096
61 C -3.061 -4.989 -1.862  C60 1.523, O62 1.416, H74 1.101, H75 1.095
62 O -2.821 -3.895 -0.995  C61 1.416, C63 1.412
63 C -1.730 -4.180 -0.146  O62 1.412, H76 1.093, H77 1.089, H78 1.103
64 H -8.001 -0.653 -1.504  C55 1.099
65 H -6.331 -0.053 -1.284  C55 1.096
66 H -7.470 -0.260 0.138  C55 1.089
67 H -5.268 -2.037 -1.957  C57 1.101
68 H -6.825 -2.555 -2.513  C57 1.102
69 H -6.898 -4.333 -0.812  C58 1.091
70 H -5.192 -4.020 -0.414  C58 1.097
71 H -5.701 -5.890 -2.132  N59 1.010
72 H -4.090 -3.763 -3.354  C60 1.089
73 H -4.111 -5.459 -3.633  C60 1.096
74 H -2.155 -5.107 -2.475  C61 1.101
75 H -3.220 -5.937 -1.338  C61 1.095
76 H -1.661 -5.211 0.209  C63 1.093
77 H -1.638 -3.520 0.716  C63 1.089
78 H -0.817 -3.980 -0.732  C63 1.103
79 C -3.107 4.052 0.055  O80 1.388, H88 1.090, H89 1.098, H90 1.105
80 O -1.774 3.829 0.371  C79 1.388, C81 1.423
81 C -1.416 4.156 1.708  O80 1.423, C82 1.534, H91 1.097, H92 1.090
82 C -2.220 3.419 2.786  C81 1.534, N83 1.436, H93 1.102, H94 1.099
83 N -1.738 2.086 3.016  C82 1.436, C84 1.461, H95 1.019
84 C -2.470 1.331 4.031  N83 1.461, C85 1.524, H96 1.095, H97 1.098
85 C -3.850 0.793 3.675  C84 1.524, O86 1.395, H98 1.099, H99 1.098
86 O -3.755 -0.060 2.576  C85 1.395, C87 1.411
87 C -4.991 -0.414 1.995  O86 1.411, H100 1.107, H101 1.095, H102 1.086
88 H -3.328 4.010 -1.012  C79 1.090
89 H -3.529 4.978 0.468  C79 1.098
90 H -3.771 3.267 0.457  C79 1.105
91 H -1.532 5.242 1.817  C81 1.097
92 H -0.360 3.954 1.887  C81 1.090
93 H -3.283 3.526 2.517  C82 1.102
94 H -2.159 4.089 3.655  C82 1.099
95 H -1.719 1.601 2.120  N83 1.019
96 H -2.490 1.933 4.945  C84 1.095
97 H -1.780 0.538 4.349  C84 1.098
98 H -4.458 1.689 3.482  C85 1.099
99 H -4.178 0.268 4.582  C85 1.098
100 H -5.350 0.431 1.375  C87 1.107
101 H -5.821 -0.478 2.706  C87 1.095
102 H -4.838 -1.254 1.325  C87 1.086
103 C -1.919 -2.630 -4.249  O104 1.419, H112 1.090, H113 1.097, H114 1.089
104 O -3.043 -1.992 -4.835  C103 1.419, C105 1.416
105 C -3.202 -0.646 -4.422  O104 1.416, C106 1.525, H115 1.099, H116 1.089
106 C -4.302 0.087 -5.183  C105 1.525, N107 1.469, H117 1.092, H118 1.099
107 N -4.201 -0.246 -6.610  C106 1.469, C108 1.457, H119 1.015
108 C -5.475 -0.344 -7.309  N107 1.457, C109 1.513, H120 1.096, H121 1.102
109 C -5.344 -0.878 -8.719  C108 1.513, O110 1.411, H122 1.100, H123 1.089
110 O -5.328 -2.288 -8.779  C109 1.411, C111 1.397
111 C -4.105 -2.942 -8.614  O110 1.397, H124 1.091, H125 1.098, H126 1.098
112 H -1.777 -2.357 -3.203  C103 1.090
113 H -1.023 -2.407 -4.840  C103 1.097
114 H -2.131 -3.686 -4.414  C103 1.089
115 H -2.255 -0.186 -4.735  C105 1.099
116 H -3.329 -0.515 -3.348  C105 1.089
117 H -4.098 1.144 -5.004  C106 1.092
118 H -5.282 -0.206 -4.780  C106 1.099
119 H -3.767 -1.163 -6.576  N107 1.015
120 H -5.963 0.637 -7.337  C108 1.096
121 H -6.180 -0.951 -6.719  C108 1.102
122 H -4.415 -0.471 -9.145  C109 1.100
123 H -6.141 -0.515 -9.366  C109 1.089
124 H -4.220 -4.004 -8.839  C111 1.091
125 H -3.777 -2.893 -7.568  C111 1.098
126 H -3.315 -2.587 -9.289  C111 1.098
127 C 6.416 2.976 6.095  O128 1.417, H136 1.096, H137 1.087, H138 1.094
128 O 5.771 2.902 7.355  C127 1.417, C129 1.421
129 C 4.516 3.560 7.467  O128 1.421, C130 1.527, H139 1.100, H140 1.089
130 C 3.386 2.888 6.691  C129 1.527, N131 1.459, H141 1.091, H142 1.101
131 N 3.358 3.236 5.274  C130 1.459, C132 1.447, H143 1.010
132 C 2.647 2.241 4.501  N131 1.447, C133 1.536, H144 1.095, H145 1.104
133 C 2.705 2.652 3.022  C132 1.536, O134 1.404, H146 1.094, H147 1.097
134 O 4.000 2.529 2.495  C133 1.404, C135 1.416
135 C 4.353 1.196 2.171  O134 1.416, H148 1.099, H149 1.096, H150 1.085
136 H 5.984 2.265 5.381  C127 1.096
137 H 7.428 2.620 6.267  C127 1.087
138 H 6.353 3.996 5.703  C127 1.094
139 H 4.690 4.591 7.124  C129 1.100
140 H 4.230 3.580 8.517  C129 1.089
141 H 2.452 3.185 7.171  C130 1.091
142 H 3.609 1.823 6.864  C130 1.101
143 H 4.297 3.287 4.905  N131 1.010
144 H 1.587 2.117 4.749  C132 1.095
145 H 3.042 1.215 4.600  C132 1.104
146 H 2.428 3.710 3.028  C133 1.094
147 H 1.916 2.195 2.411  C133 1.097
148 H 3.438 0.606 2.020  C135 1.099
149 H 4.815 0.704 3.035  C135 1.096
150 H 4.971 1.105 1.284  C135 1.085